<one>
{
  "formula": "C3H7NO2S",
  "method": "wB97M-V/def2-TZVPD",
  "elements": ["C", "C", "C", "N", "O", "O", "S", "H", "H", "H", "H", "H", "H", "H"],
  "positions_angstrom": [[0.55695, -1.28089, -0.02867], [1.93210, 0.61818, 0.24478], [1.19338, -0.30712, -0.66845], [0.11580, -2.34033, 0.38324], [-2.03128, -0.63727, 0.70080], [-2.60180, 1.46166, -0.41175], [-1.47801, 0.25064, -0.29451], [-0.76131, 1.16292, 0.43569], [2.22264, -0.07932, 1.07658], [1.26990, 1.35754, 0.63034], [2.76979, 1.16773, -0.12126], [0.98645, -0.22323, -1.80309], [-3.36184, 1.17317, -0.85510], [-0.81278, -2.32367, 0.71139]],
  "charge": 0,
  "homo_lumo_gap_ev": 9.09,
  "e_homo_ev": -8.662
}

=====

<two>
{
  "formula": "C3H7NO2S",
  "method": "wB97M-V/def2-TZVPD",
  "elements": ["O", "C", "N", "C", "C", "S", "O", "H", "H", "H", "H", "H", "H", "H"],
  "positions_angstrom": [[-0.66822, 2.50535, 0.61274], [-0.41425, 1.18789, 0.90545], [0.72781, 0.75184, 0.13688], [1.00580, -0.76345, -0.16534], [-0.03889, -1.81366, -1.13219], [-1.65653, -0.69757, -0.79722], [-1.48086, 0.13834, 0.65407], [-1.26015, 2.89303, 1.26601], [-0.36024, 1.09521, 2.03542], [1.00014, 1.32000, -0.58290], [1.23947, -1.19082, 0.72173], [1.94163, -0.82152, -0.66377], [0.12412, -1.72079, -2.20012], [-0.15982, -2.88386, -0.79075]],
  "charge": 0,
  "smiles": "O[C@@H]1NCCSO1",
  "homo_lumo_gap_ev": 9.20,
  "e_homo_ev": -8.369
}

=====

<three>
{
  "formula": "C3H7NO2S",
  "method": "wB97M-V/def2-TZVPD",
  "elements": ["C", "C", "C", "N", "O", "O", "S", "H", "H", "H", "H", "H", "H", "H"],
  "positions_angstrom": [[-0.92024, 0.11304, -0.21441], [-3.23557, 0.72092, 0.01921], [2.33173, -1.32180, 0.00016], [3.21547, 1.08258, 0.58934], [-0.89987, -1.00830, 0.22868], [-1.85222, 0.99581, -0.40306], [2.23169, 0.47012, -0.43507], [-3.61459, -0.03465, -0.49742], [-3.70157, 1.73654, -0.00304], [-3.04984, 0.46053, 1.03866], [1.74523, -1.90546, -0.81695], [1.88622, -1.45156, 0.90680], [3.33058, -1.53171, -0.09802], [3.12601, 2.03156, 0.45910]],
  "charge": 0,
  "homo_lumo_gap_ev": [7.21, 8.86],
  "e_homo_ev": [-7.517, -8.549]
}

=====

<four>
{
  "formula": "C3H7NO2S",
  "method": "wB97M-V/def2-TZVPD",
  "elements": ["C", "N", "C", "O", "C", "O", "S", "H", "H", "H", "H", "H", "H", "H"],
  "positions_angstrom": [[-2.38379, -0.33698, 0.20089], [-1.00634, -0.43950, -0.19899], [0.01069, 0.43604, 0.06210], [-0.00893, 1.41241, 0.72924], [1.58306, 0.13640, -0.65746], [2.40939, 1.25861, -0.62603], [2.07361, -1.40214, 0.26659], [-2.93650, -0.00445, -0.66316], [-2.76207, -1.17038, 0.69022], [-2.64407, 0.60109, 0.84236], [-0.61060, -1.24767, -0.52367], [1.38529, -0.11092, -1.71560], [2.32691, 1.69058, 0.22987], [2.56336, -0.82309, 1.36364]],
  "charge": 0,
  "smiles": "CNC(=O)[C@@H](O)S",
  "homo_lumo_gap_ev": 9.57,
  "e_homo_ev": -8.882
}

=====

Quick one: most stable of them? <four>

=====

<one>
{
  "formula": "C3H7NO2S",
  "method": "wB97M-V/def2-TZVPD",
  "elements": ["O", "C", "O", "C", "C", "S", "N", "H", "H", "H", "H", "H", "H", "H"],
  "positions_angstrom": [[2.02367, 0.27487, -0.64333], [0.79367, 0.63906, -1.08998], [0.70023, 1.65070, -1.77077], [-0.24284, -0.39817, -1.33877], [-0.61656, 0.50515, -0.03918], [-0.94118, -0.39554, 1.33164], [-0.07667, -1.74320, -0.95910], [2.52446, 1.10420, -0.62058], [-0.79371, -0.23724, -2.25530], [-0.90914, 1.53682, 0.09680], [-1.06671, 0.91074, 4.16672], [-1.02097, 0.17755, 4.05527], [0.55480, -1.78043, -0.16917], [-0.92904, -2.24450, -0.76425]],
  "charge": 0,
  "homo_lumo_gap_ev": 7.20,
  "e_homo_ev": -9.117
}

=====

<two>
{
  "formula": "C3H7NO2S",
  "method": "wB97M-V/def2-TZVPD",
  "elements": ["C", "S", "C", "C", "N", "O", "O", "H", "H", "H", "H", "H", "H", "H"],
  "positions_angstrom": [[1.38566, 1.69359, -0.05028], [0.90110, 0.27398, -1.06116], [-0.21189, -0.47664, 0.23713], [-0.53072, -1.92399, -0.15320], [-1.36405, 0.39542, 0.03113], [-1.33525, 1.44230, 0.62754], [-2.19473, 0.07587, -0.78659], [2.16094, 2.39143, -0.64692], [1.93829, 1.27930, 0.94645], [0.65221, 2.39161, 0.31698], [0.36252, -0.49887, 1.25572], [-0.21869, -2.25988, -1.21454], [0.02051, -2.54982, 0.45699], [-1.56590, -2.23430, 0.04074]],
  "charge": 0,
  "smiles": "CS[C@H](C)[N+](=O)[O-]",
  "homo_lumo_gap_ev": 9.61,
  "e_homo_ev": -9.400
}

=====

<three>
{
  "formula": "C3H7NO2S",
  "method": "wB97M-V/def2-TZVPD",
  "elements": ["C", "O", "C", "C", "O", "N", "S", "H", "H", "H", "H", "H", "H", "H"],
  "positions_angstrom": [[-0.71123, -1.80687, 0.17943], [-0.42647, -0.51039, 0.69650], [0.43995, 0.33281, -0.05838], [0.44740, 1.73306, 0.52665], [0.18282, 0.47683, -1.39195], [1.69900, -0.33169, 0.12404], [3.09217, 0.28651, 0.14820], [-1.84102, -1.92053, -0.01183], [-0.38000, -2.50426, 0.91771], [-0.12188, -1.94507, -0.73537], [-0.47449, 2.41614, 0.42010], [1.24289, 2.29005, 0.02186], [0.61237, 1.55641, 1.54178], [0.75566, -0.04531, -1.86876]],
  "charge": 0,
  "smiles": "CO[C@](C)(O)N=S",
  "homo_lumo_gap_ev": [7.25, 7.25],
  "e_homo_ev": [-8.595, -8.554]
}

=====

Quick one: most stable of them? <three>

=====

<one>
{
  "formula": "C5H11NO3S",
  "method": "wB97M-V/def2-TZVPD",
  "elements": ["C", "C", "C", "C", "C", "N", "O", "O", "O", "S", "H", "H", "H", "H", "H", "H", "H", "H", "H", "H", "H"],
  "positions_angstrom": [[-2.53200, -0.63316, -0.65434], [0.58983, 2.20955, -0.06568], [2.32215, 0.07925, 0.31899], [0.59034, -1.10882, 1.48578], [0.29334, 1.08441, 0.89135], [1.03746, 0.01770, 0.98270], [-2.41006, -3.08751, -1.85210], [-0.23161, -1.75252, -1.60841], [-2.40251, -0.48003, -2.09801], [-1.70853, -1.82221, -1.60111], [-3.52103, -0.78717, -0.21481], [-0.25078, 2.87399, -0.08700], [0.46294, 1.97142, -1.11071], [1.49017, 2.62997, 0.18653], [2.75187, -0.88659, 0.58955], [2.18945, 0.34395, -0.68715], [2.96181, 0.84552, 0.69686], [-2.04162, 0.32371, -0.12744], [1.23034, -1.94508, 1.51812], [-0.28630, -1.07924, 1.95200], [-0.53526, 1.20285, 1.48489]],
  "charge": 0,
  "homo_lumo_gap_ev": 6.88,
  "e_homo_ev": -6.395
}

=====

<two>
{
  "formula": "C5H11NO3S",
  "method": "wB97M-V/def2-TZVPD",
  "elements": ["C", "C", "C", "C", "C", "N", "O", "O", "O", "S", "H", "H", "H", "H", "H", "H", "H", "H", "H", "H", "H"],
  "positions_angstrom": [[1.98820, 1.02407, 0.75622], [1.29426, 0.81172, 2.14112], [1.66755, -0.17320, 1.14974], [-3.47419, -0.05639, -0.34491], [2.39830, -1.70259, -0.26826], [-2.40241, -0.26979, -1.29867], [-0.72464, 1.58543, -0.43466], [0.00707, -0.20609, -1.97928], [1.57962, -1.46712, 0.92714], [-0.78309, -0.04327, -0.81009], [0.00669, 2.00694, -0.78626], [2.28812, 1.79899, 0.10292], [1.95054, 1.14038, 3.07999], [0.22222, 1.22903, 2.26755], [-3.40997, -0.93411, 0.31125], [-3.21312, 0.78921, 0.18296], [-4.32671, 0.13966, -0.79350], [2.64799, -2.66807, -0.23971], [3.20817, -1.09120, -0.42042], [1.75225, -1.49657, -1.27195], [-2.67685, -0.41701, -2.27118]],
  "charge": 0,
  "homo_lumo_gap_ev": 9.34,
  "e_homo_ev": -8.560
}

=====

Quick one: most stable of them? <two>

=====

<one>
{
  "formula": "C16H22N4O3S2",
  "method": "wB97M-V/def2-TZVPD",
  "elements": ["C", "C", "C", "C", "O", "N", "C", "N", "N", "C", "S", "S", "O", "O", "N", "C", "C", "C", "C", "C", "C", "H", "H", "H", "H", "H", "C", "H", "C", "C", "H", "H", "H", "C", "H", "H", "H", "H", "H", "H", "H", "H", "H", "H", "H", "H", "H"],
  "positions_angstrom": [[-4.78899, -1.56969, 0.62246], [-5.70843, -0.56176, 1.02371], [-5.16200, 0.97664, 0.97604], [-5.06407, 1.29882, -0.44425], [-6.00417, 1.43002, -1.31206], [-3.88644, 1.32894, -0.88085], [-2.66613, 1.07372, -0.29620], [-1.57960, 1.41258, -1.37278], [-0.44500, 1.17915, -0.77618], [-0.42844, 0.72688, 0.53112], [-2.15055, 0.86415, 1.16751], [0.76163, 0.47283, 1.57312], [0.39795, -0.93993, 2.28661], [1.16942, 1.66737, 2.42727], [2.13914, -0.09852, 0.62965], [3.02442, 0.84694, 0.49297], [2.69641, 1.97606, 0.01994], [3.53982, 3.05410, -0.31534], [5.03812, 2.93922, -0.44965], [5.33839, 1.62253, 0.11478], [4.41332, 0.59871, 0.28561], [4.70150, -0.27043, 0.83938], [6.41768, 1.46121, 0.06551], [5.58343, 3.63902, -0.50168], [3.22285, 4.25263, -0.94192], [1.68908, 2.37280, -0.07062], [2.39260, -1.68199, 0.55677], [1.55635, -1.84298, 0.95999], [2.45042, -1.90791, -0.80953], [1.28164, -1.60806, -1.61772], [1.37083, -1.73648, -2.78439], [0.38328, -2.15791, -1.39777], [1.04173, -0.46886, -1.61927], [2.87016, -3.47838, -1.05386], [2.98034, -3.69793, -2.07100], [2.14913, -3.76394, -0.56078], [3.84991, -3.55670, -0.68231], [3.34031, -1.25297, -1.08159], [3.25035, -1.77382, 1.13499], [-3.94019, 1.84952, -1.80901], [-4.32876, 0.88000, 1.75083], [-6.21451, 1.61869, 1.67514], [-6.85262, -0.63965, 0.43086], [-6.20180, -0.93517, 2.07732], [-4.65467, -1.30436, -0.56278], [-3.79324, -1.61551, 1.14981], [-5.18060, -2.67956, 0.62013]],
  "charge": 0,
  "homo_lumo_gap_ev": 6.82,
  "e_homo_ev": -8.282
}

=====

<two>
{
  "formula": "C16H22N4O3S2",
  "method": "wB97M-V/def2-TZVPD",
  "elements": ["C", "C", "N", "N", "C", "C", "C", "S", "O", "O", "N", "C", "C", "C", "C", "C", "O", "N", "C", "C", "C", "C", "C", "S", "C", "H", "H", "H", "H", "H", "H", "H", "H", "H", "H", "H", "H", "H", "H", "H", "H", "H", "H", "H", "H", "H", "H"],
  "positions_angstrom": [[-2.54931, 0.82091, 2.62603], [-1.70306, 1.92717, 3.12902], [-2.06502, 2.74591, 4.09442], [-1.04961, 3.60263, 4.26051], [-0.01993, 3.36207, 3.42054], [1.22551, 4.16362, 3.40269], [-0.41228, 2.27359, 2.66342], [0.44796, 1.43909, 1.37813], [1.71848, 2.08646, 1.16935], [0.46877, 0.02871, 1.64450], [-0.61914, 1.68241, 0.10209], [-0.55131, 3.00293, -0.48883], [0.61870, 3.15667, -1.46280], [0.61017, 2.03033, -2.49396], [0.61068, 0.68022, -1.77615], [0.54893, -0.48742, -2.74796], [-0.01785, -0.43713, -3.81894], [1.16523, -1.60155, -2.29101], [1.09390, -2.86386, -2.98761], [0.39566, -3.90899, -2.17835], [-0.47219, -3.74654, -1.14435], [-0.94055, -4.97324, -0.61769], [-0.42253, -6.04814, -1.25902], [0.65447, -5.58825, -2.52057], [-0.62702, 0.61336, -0.86787], [-2.91511, 1.06012, 1.62854], [-3.39203, 0.66775, 3.29364], [-1.95159, -0.08514, 2.55569], [-1.11237, 4.31734, 4.96866], [1.00892, 5.20645, 3.17198], [1.71915, 4.12447, 4.37293], [1.89166, 3.75698, 2.64663], [-0.46185, 3.71471, 0.33498], [-1.50140, 3.17959, -1.00457], [1.54882, 3.11891, -0.89386], [0.55122, 4.12649, -1.95803], [1.48586, 2.10677, -3.14064], [-0.27841, 2.09090, -3.12606], [1.49910, 0.60091, -1.14092], [1.55942, -1.60645, -1.36286], [2.10149, -3.20975, -3.24871], [0.54782, -2.66597, -3.91834], [-0.77280, -2.78605, -0.76537], [-1.63149, -5.04227, 0.20305], [-0.60146, -7.08883, -1.07691], [-0.64723, -0.31797, -0.30047], [-1.53725, 0.69265, -1.47043]],
  "charge": 0,
  "smiles": "Cc1n[nH]c(C)c1S(=O)(=O)N1CCC[C@H](C(=O)NCc2cccs2)C1",
  "homo_lumo_gap_ev": 9.43,
  "e_homo_ev": -8.754
}

=====

Quick one: most stable of them? <two>

=====

<one>
{
  "formula": "H12O6",
  "method": "wB97M-V/def2-TZVPD",
  "elements": ["O", "H", "H", "O", "H", "H", "O", "H", "H", "O", "H", "H", "O", "H", "H", "O", "H", "H"],
  "positions_angstrom": [[-2.37047, 0.30587, 2.05888], [-2.63445, 1.22035, 2.16022], [-2.30139, -0.02465, 2.95455], [-0.18860, -0.15778, -0.32570], [-0.70853, 0.32968, 0.31328], [0.66833, 0.26853, -0.31314], [-2.34562, 2.88454, -0.69346], [-3.21541, 2.88901, -0.29386], [-2.34696, 2.11496, -1.26264], [2.78450, -1.54088, 1.03526], [2.70751, -0.95210, 0.28451], [1.89867, -1.58838, 1.39483], [-0.86975, -2.65764, -1.23080], [-1.70430, -2.53210, -1.68246], [-0.58892, -1.77337, -0.99533], [3.41150, 0.28201, -0.95975], [3.78645, 1.16266, -0.94966], [4.01745, -0.23070, -1.49471]],
  "charge": 1,
  "homo_lumo_gap_ev": [11.22, 3.14],
  "spin_multiplicity": 2,
  "e_homo_ev": [-14.481, -14.475]
}

=====

<two>
{
  "formula": "H12O6",
  "method": "wB97M-V/def2-TZVPD",
  "elements": ["O", "H", "H", "O", "H", "H", "O", "H", "H", "O", "H", "H", "O", "H", "H", "O", "H", "H"],
  "positions_angstrom": [[-2.61265, 2.36060, 0.01670], [-1.73411, 2.14631, 0.33051], [-3.19411, 2.08839, 0.72665], [2.38121, -2.89908, -1.34597], [2.78839, -2.03282, -1.35040], [1.86087, -2.91557, -0.54272], [-2.54560, -0.97027, 1.30693], [-2.79088, -0.26044, 1.90040], [-1.91325, -0.57413, 0.70740], [0.90281, -2.59068, 1.10175], [1.00820, -3.36200, 1.65870], [0.23680, -2.06442, 1.54415], [1.22348, 2.97306, -1.38427], [2.16948, 3.10577, -1.32341], [0.95193, 3.51690, -2.12368], [0.05251, 0.48416, -0.28260], [0.52795, 1.22690, -0.65479], [0.68691, -0.23262, -0.28542]],
  "charge": 1,
  "homo_lumo_gap_ev": [12.17, 2.33],
  "spin_multiplicity": 2,
  "e_homo_ev": [-15.470, -14.119]
}

=====

Quick one: most stable of them? <one>

=====

<one>
{
  "formula": "C4H5B",
  "method": "wB97M-V/def2-TZVPD",
  "elements": ["B", "C", "C", "C", "C", "H", "H", "H", "H", "H"],
  "positions_angstrom": [[-0.93282, -0.93701, 0.36179], [0.57295, -0.40651, 0.17241], [-1.06737, 0.47528, -0.34085], [1.14439, 0.70002, -0.18294], [-0.13054, 1.39343, -0.55042], [-1.55722, -0.76817, 1.36764], [1.09315, -1.28585, 0.34409], [-1.09225, -2.17203, -0.05383], [2.16612, 0.59742, -0.03719], [-0.19640, 2.40342, -1.08070]],
  "charge": 0,
  "homo_lumo_gap_ev": 8.57,
  "e_homo_ev": -9.181
}

=====

<two>
{
  "formula": "C4H5B",
  "method": "wB97M-V/def2-TZVPD",
  "elements": ["B", "C", "C", "C", "C", "H", "H", "H", "H", "H"],
  "positions_angstrom": [[-1.98492, 1.06370, -0.03096], [-1.32444, -0.14342, 0.32506], [2.06315, 1.01252, 0.36914], [0.04146, -0.62553, 0.18858], [1.21467, 0.02647, -0.05654], [-2.63460, 2.00243, -0.48825], [-1.90228, -0.99473, 0.70577], [2.83419, 1.28842, -0.41769], [-0.00141, -1.71473, 0.39983], [1.99118, -0.37971, -0.85456]],
  "charge": 0,
  "homo_lumo_gap_ev": [6.56, 7.81],
  "e_homo_ev": [-7.090, -8.326]
}

=====

Quick one: most stable of them? <one>